Density functional theory data (ωB97M-V with the def2-TZVPD basis set) for a structure of composition C35H39F40INO8S.

Last column: Löwdin spin population.
Geometry (Å):
H  0.2973  -6.0759  -3.0634  0.0000
O  7.5498  3.4076  1.3690  0.5096
C  4.9196  4.0457  -1.2272  0.0008
C  0.4988  -4.2433  -4.2255  0.0000
F  -3.4879  1.4624  2.8680  0.0000
H  6.8120  3.2539  4.2811  0.0001
F  1.4512  -3.3055  -2.2632  0.0000
C  -7.0989  -3.2546  0.9506  0.0000
F  5.2042  0.6750  7.0249  0.0000
F  -7.5797  -4.4935  1.2711  0.0000
H  2.0611  3.4271  -2.6130  0.0000
F  2.4061  -0.8373  2.0210  0.0000
F  -1.9319  1.0616  5.0682  0.0000
H  6.4888  1.1234  1.0423  -0.0001
F  -6.3011  -2.8473  1.9580  0.0000
I  4.9657  4.2620  -3.3730  0.0008
H  4.9179  2.4665  0.1977  0.0006
F  -4.6823  0.8392  -0.7725  0.0000
H  4.9824  1.9016  -1.4701  0.0016
H  5.2527  5.1378  0.5362  0.0006
C  1.1476  -0.3021  2.0245  0.0000
H  -11.1549  -0.6743  -4.8046  0.0000
O  -0.4910  -0.1218  3.9109  0.0000
H  -2.9166  -3.1942  -1.5308  0.0000
F  6.6473  1.1300  8.6064  0.0000
H  1.2250  1.0491  3.7328  0.0000
H  4.3430  4.0810  4.2843  0.0000
H  -9.0425  -2.7394  0.1296  0.0000
F  2.8268  2.7843  4.2504  0.0000
N  7.4933  3.5807  0.1051  0.3910
C  -4.6192  -0.3539  -0.1441  0.0000
C  2.2301  3.0828  -1.5983  0.0006
H  -5.9009  -4.4767  -0.2457  0.0000
C  -2.5999  0.4506  2.9378  0.0000
F  1.5185  0.3134  -0.2130  0.0000
H  7.5448  3.0531  -2.6776  0.0000
F  -5.3693  -0.2929  0.9732  0.0000
C  7.1933  4.9800  -0.3273  0.0234
F  -4.3097  -1.4743  -2.1469  0.0000
H  6.8203  0.3097  -0.4780  -0.0004
F  -1.0846  -2.4494  -1.7898  0.0000
C  5.6700  5.1492  -0.4769  0.0169
C  8.0021  5.3779  -1.5874  0.0057
F  0.0303  1.4715  0.8888  0.0000
F  -8.9430  -2.3608  2.0848  0.0000
F  -12.0078  -4.2190  -2.2249  0.0000
H  -6.9079  -3.4233  -1.2177  0.0000
O  7.1325  1.3598  5.0983  0.0001
F  -11.8454  -1.6890  -3.2269  0.0000
F  -0.9002  2.0381  3.4228  0.0000
F  4.8181  2.2588  2.5808  0.0021
H  7.3630  5.8213  -2.3486  0.0001
H  -10.8601  -5.8400  -2.0345  0.0000
C  6.8912  2.4389  -0.6525  0.0239
O  3.0821  4.0304  0.6772  0.0000
C  -11.4043  -2.7808  -5.2847  0.0000
C  5.3701  2.6527  -0.7788  0.0165
C  7.5680  2.2025  -2.0101  0.0043
H  2.4501  -4.6452  -3.3567  0.0000
F  -0.2331  -5.0515  -1.0097  0.0000
F  4.1986  2.9714  5.9417  0.0000
H  8.6642  5.7522  1.0604  -0.0002
C  6.5425  2.2089  4.1294  0.0003
C  -1.8924  -3.3517  -1.1991  0.0000
F  0.9583  -4.7245  -5.4215  0.0000
H  -9.2980  -2.5022  -4.7905  0.0000
C  -10.8234  -4.7584  -1.8967  0.0000
O  2.7891  5.6200  -1.1838  0.0006
H  -9.6790  -3.7594  -5.9551  0.0000
H  5.4431  6.1286  -0.8975  0.0016
C  -9.6992  -4.1498  -2.7478  0.0000
C  -8.3408  -2.3611  0.8747  0.0000
F  4.6341  0.7953  4.2037  0.0000
C  -11.8304  -1.4984  -4.5615  0.0000
H  2.7937  2.1524  -1.5791  0.0003
C  0.8464  0.0614  3.4836  0.0000
F  -0.2787  -3.1749  -4.4802  0.0000
C  1.2155  0.8361  1.0032  0.0000
H  1.9880  1.5610  1.2804  0.0000
C  7.6259  5.9346  0.7883  -0.0017
H  -3.0821  -0.4418  3.3396  0.0000
F  0.2940  -1.2519  1.5918  0.0000
F  -6.3715  -1.1455  -1.5676  0.0000
C  -0.3338  -5.3808  -3.6178  0.0000
F  -11.4243  -2.4577  -6.6119  0.0000
H  6.9938  5.8491  1.6695  0.0000
H  8.7361  6.1365  -1.3133  -0.0001
H  1.4168  -0.6604  4.0665  0.0000
O  -1.4821  -5.0087  -2.8823  0.0000
H  8.5609  4.5534  -2.0095  0.0011
C  1.7607  -3.8050  -3.4738  0.0000
F  -9.5199  -2.8475  -2.4566  0.0000
C  6.5166  0.7200  7.3257  0.0000
F  -2.1462  0.1982  1.6875  0.0000
C  7.1090  1.1540  0.1507  -0.0018
H  6.9519  -0.2742  7.2123  0.0000
C  -6.2781  -3.4584  -0.3308  0.0000
C  4.1076  3.0631  4.6028  0.0000
O  -9.8831  -4.3722  -4.0753  0.0000
O  -5.1085  -2.6682  -0.4809  0.0000
H  8.5988  1.8818  -1.8532  0.0008
H  1.3037  2.9837  -1.0355  0.0000
F  -1.8177  -3.1760  0.1406  0.0000
F  8.5512  1.6551  6.7461  0.0000
C  -1.4226  0.8702  3.8282  0.0000
F  -10.5653  -4.4699  -0.5975  0.0000
F  2.3732  -2.8345  -4.1886  0.0000
H  6.9921  1.9047  3.1862  -0.0001
C  -1.4375  -4.7757  -1.5362  0.0000
H  8.1564  1.0480  0.4284  -0.0002
F  -12.3163  -3.7494  -5.0775  0.0000
H  -0.7287  -5.9174  -4.4791  0.0000
F  -8.0020  -1.0907  0.5745  0.0000
C  -5.1564  -1.4392  -1.0833  0.0000
H  -3.5858  -0.5787  0.1206  0.0000
F  -8.5586  -4.7915  -2.3751  0.0000
H  7.0371  1.3938  -2.5156  -0.0002
C  -9.9912  -3.3140  -5.0122  0.0000
F  -13.0787  -1.1748  -4.9580  0.0000
F  -2.3317  -5.6094  -0.9501  0.0000
C  5.0308  2.0522  3.9159  0.0002
S  3.1715  4.3074  -0.7382  0.0011
F  6.8298  2.9758  6.6378  0.0000
C  7.2403  1.7173  6.4099  0.0000
H  7.5293  6.9541  0.4103  -0.0004

Calculated values
Spin multiplicity   2
Kohn-Sham gap (alpha / beta)   0.3213 / 0.3609 hartree
Lowest unoccupied orbital energy (alpha / beta)   0.000 / -0.004 Ha
⟨S²⟩   0.754

---

Density functional theory data (ωB97M-V with the def2-TZVPD basis set) for a structure of composition C21H36CdCl6F2O22S in a non-equilibrium geometry.

Last column: Löwdin charge in e.
Geometry (Å):
O  -4.7110  -1.5968  4.0987  0.1421
O  3.7629  3.7480  -1.7819  0.0383
Cd  0.8991  1.1062  -0.0105  1.3662
O  -2.5564  3.4448  0.5666  0.0523
C  4.4308  4.4111  -2.8718  -0.0103
C  -2.5715  2.6507  1.7514  -0.0135
C  2.8202  2.8772  -2.0336  -0.5966
C  -1.5372  3.4093  -0.2590  -0.5746
O  -1.3194  -5.3927  1.6762  0.1359
Cl  1.1270  -1.5305  -5.2838  0.5261
H  -2.0300  3.1857  2.5342  0.0910
H  -0.9656  5.1448  -2.8794  0.1067
C  3.5128  2.3500  4.4591  -0.0187
H  -3.9832  -2.9475  2.5308  0.1584
H  4.5866  2.4677  4.3298  0.0964
C  3.5029  -0.9727  0.4401  -0.5897
C  -3.7033  -2.2686  3.3349  -0.2469
O  -0.0825  -5.9886  -0.0643  0.0849
C  5.0254  0.8352  0.9069  -0.0114
H  -3.0997  -2.4660  -1.5470  -0.0117
H  -0.3945  0.8392  5.4162  0.1076
H  1.1551  -1.7970  -2.8735  0.0031
C  1.5755  1.7979  -3.7618  -0.0327
H  -1.0369  3.3338  -3.0881  0.0297
C  1.6091  1.9058  3.1153  -0.5865
H  1.3093  -2.3538  0.8556  0.0816
H  -2.1228  1.6612  1.6858  0.0711
H  2.0610  -3.0480  -0.5857  0.0928
C  2.1789  -2.8956  0.4852  0.0189
H  -1.0045  1.9899  4.2785  0.0974
H  -0.4027  -4.2759  -1.2676  0.0854
O  -0.4788  2.8449  -0.0684  0.0274
H  -1.8525  -1.3155  2.9649  0.1249
H  -0.9564  -3.4642  0.9833  0.1458
H  4.1582  1.4464  1.1584  0.0781
O  -0.7157  -0.1079  0.5868  -0.4511
O  -3.2498  0.0199  3.5863  0.0517
H  -1.7822  -5.2748  -1.1219  0.1485
H  5.7225  0.8230  1.7408  0.0977
O  -0.6789  -1.9759  -0.9933  -0.3479
H  -0.3396  -2.4158  -3.7334  -0.0603
F  -2.8137  -4.0373  0.6316  0.0585
C  -0.9352  4.1700  -2.3982  -0.0310
O  1.1500  1.6873  2.0236  0.0472
Cl  -4.0745  1.2215  -3.5599  0.5284
C  -0.2781  1.1898  4.3876  -0.0024
H  4.9292  3.6422  -3.4614  0.1014
O  -0.1380  -7.3268  1.7287  0.1787
F  -2.9695  -2.9680  4.2585  0.0545
H  -1.8263  1.1395  -2.9706  -0.0292
H  0.1065  4.1424  -2.0551  0.0877
C  -2.9029  -1.0768  2.7831  -0.0913
O  -1.8725  4.0698  -1.3479  0.0502
O  0.0757  0.2264  -1.5570  -0.4764
S  -0.9503  -0.5607  -0.8115  0.2302
H  -3.0485  -0.9242  1.7125  0.1350
H  3.3574  1.3519  4.8646  0.1027
H  -0.5308  0.2825  3.8401  0.0887
C  -1.4987  -4.3786  0.7082  -0.3306
O  4.7588  -0.5385  0.6054  0.0197
C  -0.4694  -6.3398  1.1613  -0.5567
H  0.6033  2.0954  -3.3736  0.0438
H  1.7244  0.7544  -3.5017  0.0682
Cl  -5.1410  -3.5887  -2.0395  0.5150
H  1.5215  1.8961  -4.8427  0.0934
H  5.4687  1.2294  -0.0082  0.0990
C  0.7370  -2.3085  -3.7304  -1.0340
H  -4.0356  -1.5684  -2.6190  -0.0076
C  -3.7227  -2.5919  -2.4276  -1.0545
C  -2.3401  0.8782  -3.8890  -0.9735
Cl  -1.6900  1.9406  -5.1670  0.5444
H  -3.5862  2.5418  2.1232  0.1030
O  -5.1657  0.5470  4.6246  0.1777
H  3.2075  3.1166  5.1691  0.1014
C  -4.4433  -0.2723  4.1592  -0.5462
Cl  1.2624  -3.9927  -3.6738  0.5401
H  -2.2125  -0.1853  -4.0536  0.0164
O  -2.3229  -0.2565  -1.2038  -0.3543
H  3.8139  5.0126  -3.5320  0.1018
O  2.2531  2.2612  -1.1612  0.0302
O  3.4671  -2.2423  0.6237  0.0671
O  2.5919  2.7104  -3.3265  0.0084
Cl  -2.8274  -3.1958  -3.7953  0.5847
O  2.7964  2.4628  3.2270  0.0246
H  5.2073  5.0044  -2.4000  0.0982
H  2.1799  -3.8434  1.0159  0.1030
O  2.5437  -0.2429  0.2840  0.0174
O  1.0784  1.5864  4.2728  0.0204
C  -0.9007  -4.9262  -0.5594  -0.0616

Calculated values
Spin multiplicity   1
Kohn-Sham gap   0.3404 hartree
Lowest unoccupied orbital energy   -0.007 Ha